1.
The following is a quantum chemistry calculation of a single C11H11IS2 molecule at a distorted geometry, from the OMol25 dataset.

Atoms and positions in Å:
C -1.1690 -2.1915 -1.8994
C -0.6343 -1.1654 -0.9929
C -0.4999 -1.2864 0.3571
C 0.1632 -0.2854 1.2890
C 0.6426 -1.0762 2.5058
S -0.1977 -2.2141 3.3599
C -0.8768 0.7263 1.6623
C -0.7299 1.8086 0.9215
C 0.4995 1.6414 0.0459
S 1.4436 3.5001 0.0486
I 3.2352 2.7803 -1.4018
C 0.0769 1.2919 -1.4090
C -0.4026 0.0806 -1.7556
C 1.3068 0.5008 0.6180
H -1.5146 -3.0214 -1.2997
H -0.4282 -2.6274 -2.4161
H -1.9637 -1.7856 -2.7048
H -0.8478 -2.2010 0.6960
H 1.7453 -0.8601 2.7714
H -1.6852 0.7627 2.3035
H -1.3543 2.7352 0.8851
H 0.0971 2.0001 -2.2210
H -0.6093 0.1910 -2.8451
H 1.9187 0.8196 1.4908
H 1.7845 -0.1240 -0.0095

Properties
* molecular weight: 334.25 g/mol
* SMILES string: CC1=C[C@]2(C=S)C=C[C@](SI)(C=C1)C2
* relative energy (zero: lowest compared OMol25 entry of this formula, charge and spin): 0.0 kcal per mole

***

2.
The following is a quantum chemistry calculation of 2 unconnected molecules or ions with the total composition C11H11N3 at a distorted geometry, from the OMol25 dataset.

Atoms and positions in Å:
N -2.3762 -3.6950 1.2529
C -1.7172 -2.7293 1.3191
C -0.9230 -1.5467 1.3620
C -0.0362 -1.4467 2.4768
N 0.6918 -1.3759 3.3944
C -1.0743 -0.5332 0.4574
C -0.2768 0.6860 0.5110
C 1.1213 0.6477 0.7474
C 1.8736 1.8231 0.7481
C 1.2479 3.0639 0.5699
C -0.1423 3.1204 0.3836
C -0.8862 1.9463 0.3126
H -1.8862 -0.5889 -0.2749
H 1.6109 -0.3168 0.9187
H 2.9535 1.7630 0.9088
H 1.8415 3.9777 0.5862
H -0.6397 4.0876 0.2944
H -1.9665 1.9722 0.1423
C 0.0764 -1.2442 -2.8055
N 0.1843 -2.0778 -1.6546
H -0.2762 -1.8528 -3.6472
H -0.6084 -0.3912 -2.6652
H 1.0720 -0.8511 -3.0460
H 0.7157 -1.7419 -0.8665
H -0.5796 -2.6965 -1.4257

Properties
* molecular weight: 185.23 g/mol
* SMILES string: N#CC(C#N)=Cc1ccccc1.CN
* relative energy (zero: lowest compared OMol25 entry of this formula, charge and spin): 50.9 kcal per mole

***

3.
The following is a quantum chemistry calculation of a single C11H11N3O4S2 molecule at a distorted geometry, from the OMol25 dataset.

Atoms and positions in Å:
C 2.5516 1.3072 1.2358
C 3.1696 1.6208 -0.1158
O 3.3452 0.3990 -0.8455
C 2.9459 0.3588 -2.1101
O 2.4988 1.2792 -2.7353
C 3.1565 -1.0457 -2.6580
S 1.9044 -1.4876 -3.9037
C 0.4547 -1.3427 -2.9747
N -0.7075 -1.5702 -3.4849
N -1.7085 -1.4069 -2.6338
C -1.3248 -1.0488 -1.4552
N -2.1762 -0.8105 -0.4139
C -1.7229 -0.3791 0.8046
O -0.5375 -0.2071 1.0261
C -2.7720 -0.1515 1.7904
C -2.6769 0.2765 3.0926
C -3.9961 0.3223 3.5859
C -4.7960 -0.0788 2.5560
O -4.0722 -0.3667 1.4694
S 0.4047 -0.8758 -1.2663
H 2.4275 2.2288 1.7971
H 3.1979 0.6354 1.7941
H 1.5814 0.8327 1.1120
H 4.1588 2.0766 -0.0020
H 2.5323 2.2892 -0.7029
H 4.1094 -1.0861 -3.1867
H 3.1562 -1.7726 -1.8461
H -3.1646 -0.9347 -0.5861
H -1.7719 0.5206 3.6089
H -4.3084 0.6122 4.5675
H -5.8595 -0.1947 2.4805

Properties
* molecular weight: 313.36 g/mol
* SMILES string: CCOC(=O)CSc1nnc(NC(=O)c2ccco2)s1
* relative energy (zero: lowest compared OMol25 entry of this formula, charge and spin): 0.0 kcal per mole

***

4.
The following is a quantum chemistry calculation of a single C11H11NO molecule at a distorted geometry, from the OMol25 dataset.

Atoms and positions in Å:
C 3.2595 -0.7374 0.0022
C 2.7906 -0.4559 -1.3177
C 1.8108 0.4622 -1.5272
C 0.8668 0.2781 -0.3887
C 1.2675 -0.2315 0.8814
C 2.5988 -0.4002 1.1394
C 0.0638 -0.5461 1.5248
C -0.9447 -0.3266 0.6013
N -0.4906 0.1849 -0.5135
C -1.3559 1.0589 -1.3314
O -2.4557 1.4658 -0.6060
C -2.9713 0.5630 0.4662
C -2.3079 -0.7903 0.9080
H 4.2909 -1.1678 0.1314
H 3.3733 -0.5793 -2.1265
H 1.6603 1.0945 -2.4001
H 2.9738 -0.5737 2.1234
H 0.0546 -0.7863 2.5028
H -1.6672 0.7380 -2.3929
H -0.6995 1.8336 -1.7459
H -4.0747 0.4586 0.3930
H -2.8250 1.0497 1.4378
H -2.6816 -0.9118 1.9227
H -2.5366 -1.6804 0.3155

Properties
* molecular weight: 173.21 g/mol
* SMILES string: c1ccc2c(c1)cc1n2COCC1
* relative energy (zero: lowest compared OMol25 entry of this formula, charge and spin): 95.8 kcal per mole

***

5.
The following is a quantum chemistry calculation of a single C11H11NS molecule at a distorted geometry, from the OMol25 dataset.

Atoms and positions in Å:
C 1.3566 0.1745 2.0771
C 1.8077 0.5187 0.6489
C 0.9382 1.1346 -0.1713
C 1.2235 1.7380 -1.5472
C -0.4157 0.3862 -0.0226
C -1.6573 1.0620 -0.0096
C -2.8508 0.3560 0.1075
C -2.9081 -1.0265 0.0619
C -1.7085 -1.7767 -0.1534
C -0.4625 -1.1366 -0.2261
N 0.6411 -1.8219 -0.5468
C 1.8905 -1.6697 -0.5625
S 3.0452 -0.4616 0.0290
H 2.2093 0.5425 2.8438
H 1.3282 -0.8510 2.3206
H 0.5502 0.7341 2.2555
H 0.7086 1.1488 -2.3285
H 2.1737 1.7881 -1.7426
H 0.7294 2.7528 -1.4723
H -1.5654 2.1638 0.1638
H -3.7550 0.8350 -0.0607
H -3.9615 -1.3821 -0.0830
H -1.6091 -2.8888 -0.1998
H 2.2918 -2.3202 -1.3816

Properties
* molecular weight: 189.28 g/mol
* SMILES string: CC1=C(C)c2ccccc2N=CS1
* relative energy (zero: lowest compared OMol25 entry of this formula, charge and spin): 83.8 kcal per mole

***

6.
The following is a quantum chemistry calculation of a single C11H11NSe molecule at a distorted geometry, from the OMol25 dataset.

Atoms and positions in Å:
C -3.1381 -0.2057 0.3761
C -3.0498 0.3123 -0.9110
C -2.0087 -0.6609 1.0183
C -1.8252 0.3899 -1.5521
C -0.7690 -0.6050 0.3637
C -0.6672 -0.0576 -0.9368
C 0.4234 -0.9363 0.9893
C 0.6814 0.0942 -1.5474
C 1.4546 1.3151 -0.9501
C 2.5429 -1.4419 1.9401
C 1.6600 1.2635 0.5234
N 1.2900 -1.5794 1.5026
Se 3.1827 0.6840 1.3150
H -4.0951 -0.2520 0.8744
H -3.9393 0.6660 -1.4099
H -2.0559 -1.0561 2.0217
H -1.7660 0.8111 -2.5461
H 1.2862 -0.7957 -1.3651
H 0.5983 0.2465 -2.6238
H 2.4236 1.3361 -1.4531
H 0.9039 2.2218 -1.2136
H 2.6439 -1.4947 3.0208
H 3.2539 -2.0784 1.4223
H 0.9694 1.8233 1.1412

Properties
* molecular weight: 236.18 g/mol
* relative energy (zero: lowest compared OMol25 entry of this formula, charge and spin): 72.4 kcal per mole

***

7.
The following is a quantum chemistry calculation of a molecular structure, C11H12AuN7OS at a distorted geometry, from the OMol25 dataset.

Atoms and positions in Å:
Au -0.4312 0.2130 -0.9652
N -1.7533 -1.6733 -1.1037
C -1.7327 -2.3994 0.1502
C -2.4395 -3.5561 0.3432
C -2.3890 -4.2298 1.5752
C -1.6299 -3.7370 2.6007
C -0.8904 -2.5465 2.4334
C -0.0889 -1.9831 3.4491
C 0.5984 -0.8220 3.2145
C 0.4910 -0.2125 1.9593
N -0.2493 -0.7223 0.9957
C -0.9466 -1.8722 1.1898
H -2.7021 -1.4052 -1.3532
H -1.4355 -2.2638 -1.8684
H -3.0444 -3.9550 -0.4632
H -2.9562 -5.1412 1.7028
H -1.5869 -4.2513 3.5522
H -0.0272 -2.4794 4.4095
H 1.2174 -0.3677 3.9739
H 1.0162 0.7074 1.7385
N 2.5935 4.3389 -2.9441
C 2.7849 4.4966 -1.6323
N 3.5629 5.4735 -1.1920
N 2.2260 3.7092 -0.7260
C 1.4676 2.7131 -0.6870
N 0.7778 1.7951 -0.4304
H 3.0243 4.9481 -3.6193
H 2.0042 3.6045 -3.2867
H 4.0213 6.1141 -1.8179
H 3.7000 5.5949 -0.2027
O -2.4977 -0.9672 -3.9465
S -1.7612 0.2625 -4.1328
N -0.9238 0.6141 -2.9164

Properties
* molecular weight: 487.30 g/mol
* electronic energy: -38590.145 eV
* net charge: +2
* expectation value of S²: 2.02
* 2S+1: 3

***

8.
The following is a quantum chemistry calculation of a gas-phase ion, C11H12BCl3NO3 (charge -1) at a distorted geometry, from the OMol25 dataset.

Atoms and positions in Å:
Cl -4.4770 -1.8115 1.1282
B -2.6090 -1.8959 0.7435
Cl -1.6719 -2.7711 2.0945
Cl -2.3530 -2.8619 -0.8425
O -2.1708 -0.5039 0.5514
C -0.9364 -0.1388 0.2219
C -0.8982 1.1067 -0.6512
C 0.2618 1.3805 -1.3444
C 0.3445 2.5076 -2.1709
C -0.7764 3.3146 -2.3885
C -1.9833 2.9626 -1.7781
C -2.0528 1.8405 -0.9357
H -0.3411 -0.9730 -0.3274
H 1.1044 0.6961 -1.2248
H 1.2877 2.8252 -2.6272
H -0.7076 4.1898 -3.0381
H -2.8922 3.5422 -1.9614
H -2.9828 1.5592 -0.4570
C 1.2436 -0.6656 3.2353
C 0.7886 -0.4072 1.8179
N 1.4998 -0.9052 0.8975
C 1.7365 -1.6138 -0.2012
C 3.1901 -1.8355 -0.4763
O 0.8339 -2.0311 -0.9903
O -0.2569 0.3750 1.5555
H 2.3001 -0.9734 3.1607
H 1.1944 0.1870 3.9329
H 0.6775 -1.5049 3.6650
H 3.7320 -1.8132 0.4734
H 3.3038 -2.7732 -1.0153
H 3.6109 -1.0077 -1.0476

Properties
* molecular weight: 323.39 g/mol
* net charge: -1
* relative energy (zero: lowest compared OMol25 entry of this formula, charge and spin): 2.6 kcal per mole

***

9.
The following is a quantum chemistry calculation of a molecular structure, C11H12BrClV at a distorted geometry, from the OMol25 dataset.

Atoms and positions in Å:
C -1.7107 -0.6558 -1.8458
C -1.3048 -1.2730 -0.6575
C -0.6880 -0.2524 0.3264
H -1.5007 -2.2915 -0.3690
C -0.8449 1.0252 -0.4975
C -1.4819 0.7887 -1.7008
H -1.8125 1.4822 -2.4538
H -2.0492 -1.1836 -2.7573
H -1.2224 -0.2321 1.2964
H -0.6998 2.0204 -0.0972
V 0.5365 -0.3444 -2.0846
Br 0.7549 -2.9081 -1.6137
C 2.1225 0.5280 -3.1655
C 0.9747 1.2970 -3.5406
C -0.0104 0.4035 -4.0831
H 0.9292 2.3973 -3.5739
C 0.4951 -0.9323 -4.0331
C 1.8614 -0.8538 -3.4998
H 2.5477 -1.6696 -3.3807
H 3.0713 0.9103 -2.8316
H -0.9302 0.7080 -4.6123
H 0.0000 -1.8179 -4.3984
Cl 2.3064 -0.2497 -0.0892
C 0.7237 -0.6277 0.8564
H 0.8649 -1.6789 1.1251
H 0.9722 -0.0216 1.7377

Properties
* molecular weight: 310.52 g/mol
* electronic energy: -119852.203 eV
* expectation value of S²: 0.78
* 2S+1: 2